[1]
The following is a quantum chemistry calculation of a single C22H27N3O4S molecule, from OMol25.

Computed properties:
E_tot: -46749.5546 eV
net charge: 0
LUMO level: 0.3 eV
frontier orbital gap: 9.3 eV
ΔE to the lowest compared entry with this formula, charge and spin: 2.5 kcal per mole
SMILES: CC[C@@H](C)NC(=O)[C@@H](Cc1ccccc1)NS(=O)(=O)c1ccc2c(c1)CCC(=O)N2

Element x y z (Å)
C1 4.057 -2.351 -0.830
C2 2.911 -2.847 0.047
C3 2.501 -1.872 1.155
C4 3.667 -1.423 2.034
N1 1.850 -0.718 0.565
C5 0.705 -0.211 1.024
O1 0.155 -0.549 2.055
C6 0.125 0.918 0.156
C7 0.915 2.228 0.352
C8 2.387 2.080 0.093
C9 3.286 2.049 1.152
C10 4.641 1.883 0.924
C11 5.116 1.738 -0.368
C12 4.229 1.773 -1.431
C13 2.875 1.950 -1.203
N2 0.135 0.511 -1.234
S1 -0.703 -0.882 -1.656
O2 -0.889 -0.768 -3.073
O3 0.008 -2.013 -1.149
C14 -2.279 -0.751 -0.829
C15 -2.465 -1.355 0.399
C16 -3.681 -1.211 1.041
C17 -4.700 -0.471 0.445
C18 -4.510 0.120 -0.812
C19 -3.285 -0.023 -1.438
C20 -5.669 0.846 -1.428
C21 -6.475 1.556 -0.343
C22 -6.875 0.606 0.766
O4 -7.917 0.665 1.374
N3 -5.924 -0.326 1.078
H1 3.837 -1.376 -1.258
H2 4.982 -2.278 -0.263
H3 4.217 -3.048 -1.649
H4 2.029 -3.022 -0.572
H5 3.197 -3.795 0.507
H6 1.749 -2.354 1.790
H7 4.366 -0.816 1.465
H8 4.187 -2.290 2.434
H9 3.291 -0.829 2.862
H10 2.154 -0.437 -0.354
H11 -0.906 1.088 0.514
H12 0.754 2.558 1.380
H13 0.492 2.981 -0.320
H14 2.920 2.151 2.163
H15 5.327 1.865 1.758
H16 6.172 1.603 -0.547
H17 4.593 1.666 -2.442
H18 2.192 1.977 -2.038
H19 -0.151 1.249 -1.863
H20 -1.659 -1.917 0.840
H21 -3.844 -1.669 2.004
H22 -3.103 0.404 -2.413
H23 -6.309 0.119 -1.938
H24 -5.321 1.561 -2.174
H25 -5.871 2.345 0.115
H26 -7.376 2.015 -0.750
H27 -6.111 -0.905 1.886

Atomic forces in eV per Å
C -0.16 -0.17 0.14
C -0.06 0.12 0.01
C 0.08 -0.22 0.26
C -0.27 -0.16 -0.10
N 0.21 -0.20 -0.08
C 0.11 0.36 -0.17
O -0.22 -0.05 0.46
C -0.32 0.01 0.68
C 0.01 -0.28 -0.14
C 0.08 0.32 0.01
C -0.01 0.10 -0.09
C 0.04 0.04 0.04
C 0.08 -0.03 0.01
C 0.04 -0.04 -0.10
C 0.00 0.07 0.05
N -0.24 -0.50 -0.42
S -0.06 0.17 -0.41
O -0.23 0.27 0.05
O -0.31 0.08 0.33
C 0.67 -0.18 -0.33
C -0.03 -0.09 0.06
C -0.07 0.08 -0.12
C 0.50 0.00 -0.29
C 0.10 0.00 0.00
C -0.16 0.07 0.08
C 0.00 0.02 0.05
C -0.12 -0.01 -0.13
C -0.11 0.34 -0.16
O -0.19 0.05 0.07
N 0.03 -0.49 0.38
H 0.06 0.15 -0.12
H 0.12 0.07 0.00
H 0.06 0.00 -0.11
H 0.07 -0.12 0.07
H -0.04 -0.04 0.03
H 0.10 0.07 -0.12
H 0.10 0.03 -0.03
H 0.13 -0.11 0.09
H -0.01 0.09 0.10
H -0.06 0.07 0.01
H 0.29 -0.11 0.01
H -0.07 0.02 -0.06
H -0.06 0.04 0.07
H -0.06 -0.01 0.13
H 0.05 -0.01 0.07
H 0.09 -0.01 -0.01
H 0.03 0.00 -0.09
H -0.03 0.03 -0.10
H -0.05 0.09 -0.17
H 0.05 -0.07 0.14
H 0.00 -0.05 0.13
H -0.08 0.10 -0.15
H -0.02 0.05 -0.04
H -0.02 -0.05 -0.02
H -0.01 0.01 0.01
H 0.02 -0.04 0.14
H -0.09 0.15 -0.10

=====

[2]
The following is a quantum chemistry calculation of a single C22H27N3O6S molecule, from OMol25.

Computed properties:
E_tot: -50841.5559 eV
net charge: 0
LUMO level: 0.7 eV
frontier orbital gap: 8.2 eV
ΔE to the lowest compared entry with this formula, charge and spin: 57.9 kcal per mole
SMILES: COc1ccccc1N1CCN(C(=O)CN(c2ccc3c(c2)OCCO3)S(C)(=O)=O)CC1

Element x y z (Å)
C1 1.888 -1.500 3.526
O1 0.985 -2.229 2.725
C2 1.494 -3.019 1.720
C3 2.855 -3.135 1.483
C4 3.346 -3.935 0.466
C5 2.469 -4.655 -0.318
C6 1.111 -4.558 -0.084
C7 0.584 -3.732 0.911
N1 -0.804 -3.702 1.043
C8 -1.620 -3.621 -0.152
C9 -2.530 -2.376 -0.089
N2 -1.894 -1.370 0.739
C10 -1.046 -0.500 0.151
O2 -0.901 -0.456 -1.059
C11 -0.313 0.472 1.074
N3 0.406 1.481 0.339
C12 -0.296 2.451 -0.381
C13 -1.692 2.498 -0.389
C14 -2.357 3.501 -1.066
C15 -1.663 4.473 -1.768
C16 -0.268 4.415 -1.792
C17 0.401 3.423 -1.091
O3 0.485 5.319 -2.498
C18 -0.269 6.079 -3.415
C19 -1.562 6.567 -2.761
O4 -2.369 5.469 -2.405
S1 1.969 1.043 -0.122
C20 1.867 0.525 -1.846
O5 2.832 2.182 -0.024
O6 2.324 -0.084 0.695
C21 -1.881 -1.754 2.133
C22 -1.499 -3.258 2.218
H1 2.556 -2.166 4.081
H2 1.269 -0.947 4.233
H3 2.473 -0.801 2.922
H4 3.553 -2.570 2.077
H5 4.411 -3.991 0.299
H6 2.833 -5.300 -1.104
H7 0.432 -5.148 -0.680
H8 -0.968 -3.538 -1.021
H9 -2.238 -4.524 -0.257
H10 -3.500 -2.610 0.356
H11 -2.680 -1.961 -1.085
H12 -0.997 0.949 1.781
H13 0.447 -0.088 1.622
H14 -2.277 1.756 0.127
H15 -3.435 3.544 -1.063
H16 1.477 3.443 -1.090
H17 0.363 6.915 -3.718
H18 -0.520 5.468 -4.293
H19 -2.150 7.176 -3.450
H20 -1.312 7.156 -1.868
H21 2.716 -0.120 -2.030
H22 0.933 -0.013 -1.963
H23 1.897 1.405 -2.472
H24 -2.879 -1.591 2.559
H25 -1.159 -1.159 2.682
H26 -0.887 -3.440 3.097
H27 -2.410 -3.864 2.300

Atomic forces in eV per Å
C 0.20 0.15 0.13
O -0.17 -0.21 -0.44
C 0.00 -0.11 0.04
C -0.01 0.05 0.09
C 0.05 -0.05 -0.01
C 0.06 0.03 -0.08
C 0.10 0.08 0.04
C 0.19 -0.16 0.08
N -0.04 0.24 0.01
C -0.16 -0.09 -0.13
C 0.01 0.01 -0.22
N -0.31 -0.11 -0.09
C -0.09 0.09 0.11
O 0.05 -0.04 -0.08
C 0.12 -0.19 0.06
N 0.88 -0.69 0.05
C -0.22 0.83 -0.53
C 0.11 -0.12 0.11
C 0.19 0.22 -0.13
C 0.06 0.06 0.06
C -0.18 -0.11 -0.09
C -0.18 0.27 -0.12
O 0.07 -0.25 0.36
C -0.50 0.27 -0.16
C 0.49 0.20 -0.17
O -0.08 -0.40 0.10
S 0.31 0.02 -0.18
C -0.18 0.22 0.69
O -0.14 0.21 -0.22
O -0.30 -0.32 -0.16
C -0.02 -0.07 0.30
C -0.09 0.02 0.24
H -0.03 0.02 -0.02
H 0.08 -0.01 -0.02
H -0.02 -0.05 0.09
H 0.05 0.10 0.09
H 0.10 0.00 0.00
H 0.03 -0.05 -0.06
H -0.09 -0.05 -0.01
H -0.07 -0.02 0.06
H 0.02 0.07 -0.12
H 0.03 0.02 -0.02
H -0.07 -0.11 0.10
H 0.07 -0.04 -0.05
H -0.35 -0.02 0.17
H -0.07 -0.09 0.06
H -0.14 0.00 0.01
H 0.09 0.11 -0.05
H -0.09 -0.05 -0.01
H 0.06 0.07 0.07
H 0.10 -0.01 0.05
H -0.05 -0.03 -0.09
H 0.24 -0.04 0.08
H -0.06 -0.06 -0.03
H 0.01 0.16 -0.09
H 0.08 0.00 0.04
H -0.03 0.00 0.00
H -0.16 -0.02 -0.01
H 0.04 0.06 0.07

=====

[3]
The following is a quantum chemistry calculation of a single C22H27N3O6S molecule, from OMol25.

Computed properties:
E_tot: -50842.9957 eV
net charge: 0
LUMO level: 0.6 eV
frontier orbital gap: 9.1 eV
ΔE to the lowest compared entry with this formula, charge and spin: 24.7 kcal per mole
SMILES: COc1ccccc1N(CC(=O)NC[C@@H]1CCCO1)C(=O)CNS(=O)(=O)c1ccccc1

Element x y z (Å)
C1 2.828 1.962 1.121
O1 2.480 0.893 0.267
C2 2.470 1.112 -1.068
C3 2.765 2.325 -1.681
C4 2.744 2.442 -3.058
C5 2.440 1.355 -3.855
C6 2.137 0.145 -3.259
C7 2.141 0.016 -1.879
N1 1.797 -1.243 -1.313
C8 2.814 -1.984 -0.591
C9 2.822 -1.658 0.916
O2 3.845 -1.529 1.550
N2 1.586 -1.622 1.443
C10 1.246 -1.119 2.750
C11 -0.191 -1.527 3.071
C12 -0.433 -3.050 2.985
C13 -1.442 -3.205 1.842
C14 -2.102 -1.828 1.824
O3 -1.058 -0.916 2.110
C15 0.533 -1.710 -1.343
O4 0.234 -2.857 -1.041
C16 -0.537 -0.652 -1.609
N3 -0.398 0.330 -0.563
S1 -0.747 1.913 -0.864
O5 -0.414 2.180 -2.232
O6 -0.129 2.690 0.169
C17 -2.524 1.986 -0.658
C18 -3.338 2.134 -1.762
C19 -4.714 2.125 -1.591
C20 -5.250 1.962 -0.324
C21 -4.420 1.810 0.777
C22 -3.045 1.820 0.610
H1 2.908 1.526 2.115
H2 3.796 2.391 0.847
H3 2.049 2.729 1.105
H4 2.981 3.195 -1.083
H5 2.962 3.398 -3.509
H6 2.427 1.447 -4.929
H7 1.882 -0.718 -3.858
H8 3.798 -1.757 -1.002
H9 2.605 -3.053 -0.708
H10 0.798 -1.680 0.819
H11 1.311 -0.025 2.767
H12 1.941 -1.526 3.489
H13 -0.453 -1.147 4.069
H14 -0.847 -3.420 3.922
H15 0.494 -3.580 2.780
H16 -0.933 -3.386 0.895
H17 -2.159 -4.003 2.016
H18 -2.879 -1.757 2.600
H19 -2.536 -1.555 0.861
H20 -0.384 -0.123 -2.550
H21 -1.521 -1.141 -1.613
H22 -0.594 0.029 0.384
H23 -2.880 2.261 -2.730
H24 -5.365 2.245 -2.444
H25 -6.322 1.955 -0.192
H26 -4.845 1.684 1.761
H27 -2.371 1.708 1.445

Atomic forces in eV per Å
C 0.07 0.24 0.20
O -0.08 -0.10 -0.46
C 0.16 -0.10 -0.14
C 0.04 0.00 0.30
C 0.03 -0.09 -0.09
C -0.03 0.08 -0.12
C 0.06 0.08 0.18
C 0.06 0.19 -0.11
N 0.43 0.06 0.01
C 0.25 -0.20 0.24
C -0.04 -0.33 -0.49
O 0.30 0.08 0.23
N -0.60 -0.08 0.26
C -0.12 0.10 0.05
C 0.57 -0.09 0.45
C -0.11 0.10 0.02
C -0.03 0.20 -0.02
C -0.38 -0.40 -0.03
O 0.25 0.20 -0.19
C -0.47 0.00 -0.36
O -0.06 0.02 0.06
C -0.30 -0.20 -0.28
N -0.19 0.99 -0.15
S -0.06 -0.33 0.15
O -0.37 -0.18 -0.06
O -0.30 -0.16 0.23
C 0.56 0.06 -0.17
C 0.06 0.04 -0.18
C -0.02 -0.01 0.05
C -0.05 0.01 -0.07
C 0.11 -0.03 0.03
C -0.07 0.03 0.18
H 0.01 0.06 -0.04
H -0.02 -0.03 0.01
H 0.11 -0.04 0.01
H 0.02 0.07 0.10
H 0.02 0.09 -0.03
H 0.00 0.01 -0.10
H 0.00 -0.11 -0.03
H -0.11 -0.01 0.09
H 0.09 0.13 0.02
H 0.20 -0.10 0.02
H 0.06 -0.04 0.09
H -0.10 0.07 0.01
H 0.05 -0.03 -0.16
H 0.03 0.00 0.02
H 0.03 -0.04 0.03
H -0.06 0.00 0.02
H -0.04 -0.05 -0.01
H 0.02 0.02 -0.09
H -0.03 0.01 0.02
H -0.02 -0.22 -0.04
H 0.23 0.00 -0.03
H -0.02 0.04 0.33
H -0.02 0.02 -0.15
H -0.04 0.01 -0.07
H -0.09 0.00 0.01
H -0.02 0.00 0.09
H 0.02 -0.02 0.21

=====

[4]
The following is a quantum chemistry calculation of a molecular structure, C22H27N5O6Ti, from OMol25.

Computed properties:
E_tot: -66093.3473 eV
net charge: +2
LUMO level: -7.2 eV
frontier orbital gap: 7.1 eV
ΔE to the lowest compared entry with this formula, charge and spin: 23.6 kcal per mole

Element x y z (Å)
Ti1 0.016 -0.375 -0.484
O1 1.697 -0.413 1.210
C1 3.057 -0.763 0.888
C2 3.268 -0.489 -0.576
N1 2.205 -1.090 -1.413
C3 2.262 -0.547 -2.780
C4 1.381 0.678 -2.861
O2 1.489 1.583 -3.612
O3 0.378 0.596 -1.930
C5 2.168 -2.569 -1.377
C6 0.747 -2.972 -1.042
O4 0.125 -3.846 -1.548
O5 0.244 -2.119 -0.099
H1 1.475 -0.792 2.072
H2 3.235 -1.809 1.137
H3 3.745 -0.151 1.470
H4 4.252 -0.863 -0.872
H5 3.262 0.588 -0.756
H6 1.856 -1.277 -3.483
H7 3.273 -0.300 -3.099
H8 2.827 -2.956 -0.602
H9 2.464 -3.015 -2.323
N2 -2.631 -2.163 0.143
C7 -2.287 -1.376 1.216
C8 -2.951 -1.638 2.421
C9 -2.697 -0.864 3.520
C10 -1.779 0.186 3.413
C11 -1.151 0.376 2.220
N3 -1.369 -0.400 1.117
C12 -2.440 -2.056 -1.225
C13 -3.258 -2.859 -2.024
C14 -3.132 -2.810 -3.385
C15 -2.201 -1.933 -3.943
C16 -1.440 -1.175 -3.102
N4 -1.525 -1.231 -1.745
H10 -3.285 -2.891 0.386
H11 -3.670 -2.447 2.464
H12 -3.211 -1.059 4.452
H13 -1.557 0.839 4.245
H14 -0.428 1.163 2.110
H15 -3.984 -3.511 -1.555
H16 -3.756 -3.432 -4.013
H17 -2.072 -1.842 -5.012
H18 -0.737 -0.472 -3.513
N5 0.537 1.969 0.210
C17 0.797 2.877 1.332
C18 0.202 4.132 1.312
C19 0.434 5.027 2.346
C20 1.266 4.673 3.400
C21 1.862 3.421 3.415
C22 1.627 2.518 2.384
H19 -0.287 2.321 -0.274
H20 1.294 2.103 -0.455
H21 -0.439 4.416 0.484
H22 -0.029 6.005 2.322
H23 1.451 5.373 4.203
H24 2.517 3.142 4.230
H25 2.102 1.548 2.396
O6 -2.103 1.471 -0.969
H26 -2.981 1.624 -0.599
H27 -2.119 1.875 -1.846

Atomic forces in eV per Å
Ti 0.61 0.30 1.15
O 0.01 0.15 0.05
C -0.11 -0.06 0.02
C -0.03 -0.01 -0.09
N -0.10 -0.08 0.00
C 0.00 -0.15 0.15
C 0.02 -0.24 0.28
O -0.08 0.19 -0.12
O 0.19 0.85 -1.35
C 0.10 0.23 0.03
C 0.07 0.14 0.09
O -0.14 -0.20 0.11
O 0.00 -1.19 -0.31
H -0.11 0.01 -0.13
H -0.02 -0.05 0.02
H 0.04 0.01 0.05
H 0.04 0.01 -0.03
H -0.03 0.01 -0.02
H 0.00 0.00 -0.02
H 0.05 0.00 -0.02
H 0.02 -0.03 0.00
H 0.04 0.00 -0.04
N 0.08 -0.07 -0.04
C 0.07 0.10 -0.14
C -0.10 -0.05 0.07
C -0.02 0.01 0.08
C -0.07 -0.04 0.12
C 0.00 -0.05 -0.19
N -0.31 -0.06 0.27
C 0.06 0.09 0.11
C -0.09 -0.09 -0.01
C -0.03 -0.03 -0.07
C -0.07 -0.09 -0.06
C 0.00 0.15 0.08
N -0.17 -0.05 0.11
H 0.01 0.00 -0.01
H 0.01 0.03 0.01
H 0.01 0.01 -0.02
H -0.01 -0.02 -0.02
H 0.03 0.01 -0.02
H 0.02 0.02 -0.02
H 0.02 0.01 0.01
H -0.01 0.00 0.03
H 0.03 0.04 0.05
N 0.06 0.04 -0.07
C -0.14 -0.06 -0.07
C -0.09 0.00 0.07
C 0.00 0.00 0.01
C -0.01 -0.01 -0.01
C -0.01 0.00 -0.02
C 0.10 0.01 -0.03
H 0.01 0.04 -0.02
H 0.01 0.00 0.02
H 0.02 -0.01 0.02
H 0.01 -0.03 0.00
H 0.00 -0.01 -0.01
H -0.01 0.01 -0.01
H -0.01 0.04 0.00
O -0.01 0.17 -0.02
H 0.02 0.03 0.02
H -0.03 -0.03 -0.04

=====

What is the frontier orbital gap in the second record? 8.2 eV

=====

Among the records above, which one has the lowest E_tot? C22H27N5O6Ti